(1)
{
  "formula": "CH4BrN2OY",
  "method": "ωB97M-V with the def2-TZVPD basis set",
  "symbols": ["Y", "Br", "C", "O", "N", "N", "H", "H", "H", "H"],
  "positions_angstrom": [[5.79156, 1.45988, -42.27137], [4.96408, 4.20597, -42.09546], [7.00980, 7.31873, -44.18979], [7.44475, 8.24935, -44.84031], [6.11835, 7.37811, -43.15839], [7.43600, 6.02969, -44.44086], [5.83809, 8.30346, -42.87194], [5.71008, 6.55105, -42.77034], [6.81238, 5.30155, -44.14695], [8.00360, 5.80638, -45.24181]],
  "atomic_forces_ev_per_a": [[-1.05, 3.66, 0.25], [0.98, -3.91, -0.14], [0.66, 0.26, -0.77], [-0.51, -0.29, 0.76], [0.23, 0.81, -0.27], [0.01, -1.01, 0.25], [-0.25, -0.21, 0.09], [0.02, 0.36, 0.09], [-0.06, -0.19, -0.13], [-0.04, 0.50, -0.14]],
  "spin_multiplicity": 1,
  "e_above_lowest_kcal_mol": 0.0,
  "charge": 2,
  "e_tot_ha": -2836.82559,
  "homo_energy_ev": -15.0,
  "homo_lumo_gap_ev": 2.305,
  "e_lumo_ev": -12.69
}

---

(2)
{
  "formula": "C3H9NOSi2",
  "method": "ωB97M-V with the def2-TZVPD basis set",
  "symbols": ["C", "N", "C", "C", "Si", "O", "Si", "H", "H", "H", "H", "H", "H", "H", "H", "H"],
  "positions_angstrom": [[0.65711, -1.76555, 0.20502], [-0.20908, -0.89217, -0.05923], [-0.25711, 0.44656, 0.23329], [0.86382, 1.20122, 0.31978], [2.50359, 0.51436, -0.28480], [-1.51638, 0.92590, 0.36877], [-2.91582, 0.40044, -0.21280], [0.54360, -2.82020, -0.03981], [1.28015, -1.71808, 1.07435], [0.87625, 2.08577, 0.85169], [3.16858, 1.83723, -0.46436], [2.47956, -0.48958, -1.40600], [3.00153, -0.27066, 0.84456], [-3.09230, -0.86048, -0.94996], [-3.50908, 1.29914, -1.25021], [-3.87442, 0.10611, 0.76972]],
  "atomic_forces_ev_per_a": [[-1.17, -0.47, 2.00], [-1.23, -1.04, -2.50], [1.46, 0.57, 0.76], [-0.35, -2.98, -0.83], [-0.61, 0.58, 0.81], [1.52, 0.35, 0.88], [-1.88, -0.82, -2.46], [-0.29, 0.18, -1.07], [1.21, 0.88, 0.30], [-0.35, 2.26, 0.25], [0.53, -0.56, -0.32], [-0.11, 0.66, 0.08], [0.83, 0.05, 0.13], [0.87, -0.33, -0.13], [0.39, 0.37, 0.51], [-0.82, 0.32, 1.58]],
  "spin_multiplicity": 1,
  "e_above_lowest_kcal_mol": 29.8,
  "charge": 0,
  "e_tot_ha": -828.58629,
  "homo_energy_ev": -8.6,
  "homo_lumo_gap_ev": 8.394,
  "e_lumo_ev": -0.17
}

---

(3)
{
  "formula": "C27H38O13",
  "method": "ωB97M-V with the def2-TZVPD basis set",
  "symbols": ["O", "C", "C", "C", "O", "C", "O", "C", "C", "O", "H", "H", "H", "H", "O", "C", "C", "C", "O", "C", "O", "C", "C", "O", "H", "H", "H", "H", "C", "C", "C", "O", "H", "H", "H", "H", "H", "H", "C", "C", "C", "O", "H", "H", "H", "H", "H", "H", "C", "C", "C", "O", "H", "H", "H", "H", "H", "H", "C", "C", "C", "O", "H", "H", "H", "H", "H", "H", "C", "C", "C", "O", "H", "H", "H", "H", "H", "H"],
  "positions_angstrom": [[-0.42582, -6.82372, 1.81369], [0.26759, -6.00064, 1.24824], [0.27505, -4.57980, 1.80635], [1.35564, -3.50728, 1.28211], [1.47430, -2.25714, 1.69033], [2.21975, -3.79945, 0.12065], [3.03644, -2.98113, -0.36619], [2.23369, -5.28734, -0.34570], [1.29001, -6.30947, 0.30373], [1.37561, -7.62530, -0.12270], [-0.52237, -4.34366, 2.53240], [1.05158, -2.07383, 2.58613], [2.84430, -5.54738, -1.20376], [0.76207, -8.18560, 0.26744], [5.21275, 0.15610, 0.30298], [4.92384, 0.61491, 1.47308], [3.64563, 1.38419, 1.53322], [3.16962, 2.01435, 2.81852], [1.91342, 2.72135, 2.84168], [3.78142, 1.66704, 4.12633], [3.20493, 2.10384, 5.03651], [5.01436, 1.01344, 4.08677], [5.61119, 0.31876, 2.74941], [6.74083, -0.54846, 2.82255], [3.21030, 1.43470, 0.52832], [1.37108, 2.80095, 1.95187], [5.32182, 0.86156, 4.97833], [6.94701, -0.77298, 1.88150], [-6.23017, 2.05734, -3.88162], [-6.10926, 3.45024, -3.14905], [-4.84619, 3.64740, -2.35139], [-7.08311, 4.19140, -3.01893], [-6.23720, 1.17485, -3.36672], [-5.32434, 2.02744, -4.44020], [-7.20927, 2.19376, -4.48154], [-4.56738, 4.65540, -2.29159], [-3.88799, 3.08719, -2.82470], [-5.08794, 3.35829, -1.46968], [-1.78220, 2.32094, -0.46352], [-0.65361, 2.16925, 0.63141], [-0.50455, 0.82174, 1.39870], [0.09036, 3.12731, 0.84131], [-1.55725, 1.93526, -1.41001], [-2.02478, 3.33602, -0.69303], [-2.84057, 1.56471, -0.30951], [0.39608, 0.70206, 2.11967], [-0.30221, 0.14124, 0.66062], [-1.31650, 0.40264, 1.74011], [2.53081, 1.19423, -3.93940], [1.57049, 0.23175, -3.30904], [1.50396, -0.00685, -1.87129], [0.85309, -0.46196, -4.08272], [2.81521, 1.92022, -3.13329], [1.97895, 1.68192, -4.76110], [3.61412, 0.87288, -4.04800], [2.29591, -0.62355, -1.44410], [0.49469, -0.59810, -1.66599], [1.23790, 0.98082, -1.32396], [-1.60397, -0.71064, 4.68505], [-0.11462, -0.57796, 4.87806], [0.46404, 0.33624, 5.98059], [0.57324, -1.25587, 4.18484], [-1.90677, -1.35094, 3.83216], [-2.01749, 0.31977, 4.63296], [-2.17632, -1.13343, 5.55752], [1.55162, 0.14636, 6.11137], [-0.16641, 0.03870, 6.74973], [0.53181, 1.19322, 5.52417], [-1.85829, 1.78613, -4.27629], [-2.75782, 0.55725, -4.01968], [-2.73835, -0.67885, -4.95059], [-3.38395, 0.50896, -2.96832], [-0.85262, 1.47110, -4.50499], [-1.67030, 2.25551, -3.42508], [-2.50754, 2.33251, -4.96441], [-3.79306, -0.76119, -5.55103], [-2.88353, -1.80213, -4.41673], [-1.81275, -0.67858, -5.46457]],
  "atomic_forces_ev_per_a": [[-0.23, -0.69, -0.93], [-0.12, 3.41, 3.67], [3.96, 3.24, -2.99], [-5.40, -3.26, 2.36], [-0.48, -0.19, 1.37], [2.87, -1.75, -1.88], [-2.61, -1.86, 1.27], [-4.42, -1.86, 3.15], [5.00, 1.21, -5.38], [2.34, 3.58, -1.10], [0.87, 0.08, -0.34], [0.28, -0.26, -0.99], [0.03, -0.15, 0.36], [-2.18, -1.29, 1.62], [0.40, 1.05, 4.48], [-1.90, -0.65, -4.02], [-0.05, 1.80, 4.56], [-2.90, -1.36, -7.72], [2.50, -1.53, -0.61], [0.21, 0.95, -5.30], [-1.84, 1.05, 5.25], [1.96, -3.46, -10.52], [0.12, 1.09, 6.42], [-2.94, 2.42, -1.14], [-0.25, 0.42, 0.73], [1.47, -0.25, 1.47], [3.16, -1.58, 5.71], [-0.21, 0.13, 0.67], [-1.99, 4.56, -1.94], [-2.01, -1.25, 1.15], [3.42, 0.18, -7.36], [1.84, -0.93, -0.69], [-0.17, -1.91, 2.14], [0.46, -0.22, -1.24], [1.82, -0.62, 0.55], [0.16, 1.66, 0.03], [-2.47, 0.92, 1.38], [-1.10, -2.37, 6.01], [-2.47, -2.79, 2.26], [-0.60, 0.35, 0.16], [5.21, 3.57, -0.48], [-0.59, -1.33, -0.28], [1.24, -0.98, -1.28], [-0.32, 0.75, 0.60], [3.12, 2.58, 0.14], [-1.66, 0.82, -1.07], [0.97, -1.83, -2.38], [-4.77, -1.39, 2.40], [1.10, 1.36, 2.00], [-0.85, -2.96, -3.58], [-3.86, 0.28, 2.47], [1.30, 1.97, 1.84], [-0.84, 0.19, -0.65], [1.04, -0.27, 0.04], [-1.59, -0.52, -0.87], [0.29, 0.52, 0.06], [2.12, 0.82, -0.62], [1.28, -1.39, -0.61], [-1.62, 0.67, 0.94], [-0.66, -0.06, 1.19], [1.31, -5.82, -1.11], [2.01, -1.20, -1.71], [0.57, 0.66, 0.29], [0.01, -0.54, -0.38], [0.98, 0.30, -0.41], [-0.84, -0.66, 0.29], [-0.84, 0.92, 2.17], [-0.78, 5.69, -1.50], [-1.68, -3.33, -3.01], [0.40, -1.56, 2.11], [-3.70, -2.27, 1.01], [0.06, 0.27, -0.91], [0.12, -0.15, -1.55], [-0.22, 2.40, 3.86], [1.06, 0.59, -0.42], [2.87, 0.77, 0.72], [0.78, 3.42, -0.66], [0.46, -0.20, -1.25]],
  "spin_multiplicity": 1,
  "e_above_lowest_kcal_mol": 22.1,
  "charge": 0,
  "e_tot_ha": -2029.25325,
  "homo_energy_ev": -8.7,
  "homo_lumo_gap_ev": 6.484,
  "e_lumo_ev": -2.22
}

---

(4)
{
  "formula": "C5H14",
  "method": "ωB97M-V with the def2-TZVPD basis set",
  "symbols": ["C", "C", "C", "H", "H", "H", "H", "H", "H", "H", "H", "C", "C", "H", "H", "H", "H", "H", "H"],
  "positions_angstrom": [[1.96114, 0.97792, 0.81912], [0.57058, 0.87268, 1.44308], [0.41255, -0.51943, 2.08303], [2.10466, 1.94504, 0.37939], [2.04863, 0.37797, -0.09788], [2.69094, 0.81267, 1.61995], [0.49072, 1.62996, 2.24044], [-0.19232, 1.05096, 0.70100], [0.42613, -1.28510, 1.30166], [1.17200, -0.62731, 2.85333], [-0.43997, -0.51718, 2.73068], [-1.26151, 0.01563, -1.52159], [-1.53160, -1.14305, -2.50957], [-0.18711, 0.16102, -1.55202], [-1.81640, 0.85963, -1.89120], [-1.57542, -0.27246, -0.53832], [-2.51117, -1.59605, -2.31220], [-0.99157, -2.02722, -2.20594], [-1.37028, -0.71568, -3.54297]],
  "atomic_forces_ev_per_a": [[-0.64, 0.24, -0.34], [0.71, -0.42, 0.62], [0.19, 1.20, 0.05], [0.22, 0.99, 0.22], [0.27, -0.70, 0.71], [0.23, -0.25, -0.67], [-0.13, -0.13, -0.33], [-0.30, 0.14, -0.09], [-0.05, -0.16, 0.54], [0.73, -0.43, -0.43], [-1.20, -0.43, -0.22], [0.08, -1.40, -1.18], [-0.60, 0.51, 0.40], [0.09, 0.59, 0.26], [0.01, 0.66, 0.26], [-0.12, 0.11, 0.63], [-0.50, 0.84, -0.77], [1.26, -0.04, -0.62], [-0.25, -1.32, 0.95]],
  "spin_multiplicity": 1,
  "e_above_lowest_kcal_mol": 15.3,
  "charge": 0,
  "e_tot_ha": -198.86473,
  "homo_energy_ev": -11.3,
  "homo_lumo_gap_ev": 12.417,
  "e_lumo_ev": 1.09
}